Entry 1:
The following is a quantum chemistry calculation of a molecular structure, C41H56N5OP2Pd, from OMol25.

Each line ends with the Mulliken charge.
Element x y z (Å)
Pd1 -0.22868 -0.48185 -0.35943  -0.618
C1 3.62827 0.25965 0.12012  -1.546
C2 3.23949 -1.20362 0.27915  0.489
C3 3.47620 -1.95596 -1.03099  -1.587
P1 1.46715 -1.37572 0.79921  2.168
C4 1.37959 -3.20506 1.11863  0.677
C5 0.00708 -3.51310 1.72514  -1.419
C6 2.47561 -3.87137 1.94507  -1.865
C7 1.45129 -0.62597 2.46565  -0.605
C8 2.48361 -0.81977 3.38338  0.049
C9 2.49557 -0.25239 4.64777  0.151
C10 3.63393 -0.47546 5.61006  -1.755
C11 1.40743 0.55934 4.98306  -1.013
C12 0.37684 0.79745 4.10219  -0.665
C13 0.35591 0.23070 2.79623  -0.084
N1 -0.55430 0.54519 1.85239  0.488
C14 -1.72412 1.20826 2.05989  -1.066
C15 -2.63046 0.98492 3.11272  0.034
C16 -3.84560 1.64586 3.15624  -0.967
C17 -4.21896 2.55797 2.17171  0.475
C18 -5.55576 3.25497 2.20940  -1.509
C19 -3.32398 2.78480 1.12903  0.003
C20 -2.10063 2.13193 1.05093  -0.730
P2 -0.85871 2.26226 -0.28446  2.266
C21 -1.73158 3.41005 -1.46854  0.063
C22 -0.77666 3.98352 -2.51703  -1.641
C23 -2.83547 2.61317 -2.17166  -1.166
C24 0.40600 3.33483 0.57090  0.926
C25 -0.12011 4.67619 1.07009  -1.616
C26 1.68199 3.48855 -0.25644  -1.343
H1 4.70697 0.34811 -0.03985  0.542
H2 3.35826 0.85327 0.99522  0.290
H3 3.12621 0.67734 -0.75422  0.063
H4 3.86201 -1.65153 1.05925  0.410
H5 2.78120 -1.60479 -1.79799  0.116
H6 3.35410 -3.03510 -0.91087  0.336
H7 4.49437 -1.77692 -1.38945  0.469
H8 1.40910 -3.63137 0.10783  0.575
H9 -0.05366 -3.13759 2.74960  0.204
H10 -0.16316 -4.59538 1.75549  0.522
H11 -0.79117 -3.06095 1.13923  0.033
H12 2.47437 -3.49705 2.96942  0.308
H13 3.47334 -3.73563 1.52416  0.358
H14 2.28136 -4.94753 1.99263  0.508
H15 3.33368 -1.43039 3.09765  0.136
H16 4.34659 -1.19664 5.20614  0.340
H17 3.28034 -0.86180 6.56982  0.354
H18 4.18093 0.44972 5.81386  0.317
H19 1.38178 1.03109 5.96207  0.330
H20 -0.42369 1.46536 4.39233  0.544
H21 -2.37875 0.25948 3.87653  0.590
H22 -4.53080 1.44174 3.97384  0.302
H23 -6.01310 3.16748 3.19609  0.400
H24 -6.25411 2.82828 1.48396  0.265
H25 -5.45706 4.31842 1.97974  0.346
H26 -3.60893 3.49715 0.36108  0.193
H27 -2.17961 4.24929 -0.92694  0.628
H28 -0.13720 3.20393 -2.94044  0.171
H29 -0.12902 4.75426 -2.10196  0.314
H30 -1.34492 4.43330 -3.33713  0.480
H31 -2.39393 1.86642 -2.83351  -0.157
H32 -3.46696 3.27682 -2.77076  0.551
H33 -3.47075 2.07093 -1.47173  0.235
H34 0.64461 2.70503 1.43374  -0.041
H35 -0.30031 5.36485 0.23947  0.238
H36 0.60909 5.14960 1.73440  0.457
H37 -1.05337 4.55607 1.62321  0.320
H38 1.55651 4.21094 -1.06377  0.290
H39 1.96432 2.53801 -0.70535  0.108
H40 2.50844 3.83625 0.36985  0.426
N2 -2.36924 -5.69909 -0.22534  0.162
C27 -2.95818 -6.74625 0.44450  0.687
C28 -2.67636 -8.10335 0.51086  -1.030
C29 -3.50256 -8.87704 1.31075  -0.425
C30 -4.56998 -8.30845 2.01698  -0.446
C31 -4.84177 -6.95264 1.94606  -0.745
C32 -4.02294 -6.15823 1.14826  0.384
N3 -4.06531 -4.79909 0.90729  -0.761
C33 -3.07036 -4.55622 0.09041  0.059
C34 -2.70159 -3.24763 -0.43004  1.032
C35 -1.63979 -3.07003 -1.27938  -1.292
C36 -1.30268 -1.77174 -1.73399  0.052
N4 -2.07316 -0.66892 -1.43881  -0.268
C37 -3.03153 -0.86489 -0.48000  -0.110
C38 -3.39399 -2.08226 0.01296  -0.801
H41 -1.56157 -5.74510 -0.81757  0.149
H42 -1.84923 -8.54159 -0.03364  0.377
H43 -3.31674 -9.94032 1.39364  0.370
H44 -5.19069 -8.94636 2.63357  0.367
H45 -5.66347 -6.50918 2.49315  0.431
H46 -1.03948 -3.90024 -1.63558  0.153
H47 -0.69077 -1.68785 -2.62340  0.686
H48 -3.54470 0.03368 -0.15404  0.223
H49 -4.19533 -2.17641 0.73130  0.505
C39 -1.39937 -0.49005 -4.85269  -0.628
N5 0.03246 -0.43524 -4.66175  0.122
C40 0.84337 -1.37343 -5.40209  -1.033
C41 0.57371 0.27944 -3.64023  0.320
O1 1.74936 0.29530 -3.32758  -0.652
H50 -1.66328 -0.20806 -5.87550  0.342
H51 -1.88723 0.18832 -4.15492  -0.047
H52 -1.78154 -1.49656 -4.65751  0.334
H53 0.64696 -1.27991 -6.47245  0.338
H54 0.62429 -2.40246 -5.09673  0.283
H55 1.88990 -1.16005 -5.20001  0.317
H56 -0.19989 0.85290 -3.10445  0.076

Summary:
**E_tot**: -2755.66244 Eh
**Orbital gap**: 5.7559 eV
**Charge**: -1
**ΔE to the lowest compared entry with this formula, charge and spin**: 1.9 kcal/mol
**LUMO**: 2.44 eV
**HOMO energy**: -3.32 eV
**2S+1**: 1

=====

Entry 2:
The following is a quantum chemistry calculation of a molecular structure, C41H57AsIrN4PSi in a non-equilibrium geometry, from OMol25.

Each line ends with the Mulliken charge.
Element x y z (Å)
Ir1 0.11562 -0.53998 1.86356  0.647
C1 -0.27404 -5.04940 -1.27049  -1.332
C2 -0.56280 -4.16625 -0.10570  0.634
C3 -1.48848 -4.27547 0.91514  -1.209
C4 -1.35363 -3.12819 1.69748  0.755
N1 -0.38099 -2.36060 1.19365  -0.475
N2 0.07688 -3.00388 0.09611  1.096
C5 -2.13831 -2.72325 2.89905  -1.437
H1 -0.44692 -6.09106 -1.00675  0.442
H2 0.75606 -4.94536 -1.61180  0.261
H3 -0.93586 -4.79370 -2.09991  0.215
H4 -2.18480 -5.08451 1.06957  0.551
H5 0.85059 -2.62644 -0.42316  -0.164
H6 -2.84487 -3.50779 3.16062  0.438
H7 -2.70171 -1.80704 2.71049  0.219
H8 -1.48995 -2.54735 3.75800  0.232
C6 2.18768 -2.17178 3.92948  -0.417
C7 2.70467 -0.73946 3.87169  -0.607
N3 2.11210 0.13539 4.89167  0.197
C8 2.99503 0.46379 6.03239  -0.763
C9 3.16266 -0.69471 7.00062  -1.062
C10 0.86997 0.57774 4.81174  1.240
C11 0.31261 1.39345 5.94661  -1.833
N4 0.08032 0.34007 3.76146  -0.171
H9 2.66399 -2.76885 3.15136  0.052
H10 1.10786 -2.22748 3.78207  -0.173
H11 2.41146 -2.62771 4.89369  0.468
H12 2.54312 -0.29298 2.88868  -0.119
H13 3.77995 -0.72751 4.03959  0.509
H14 2.61039 1.34012 6.53963  0.522
H15 3.95572 0.75225 5.60722  0.362
H16 2.19640 -1.04288 7.37233  0.280
H17 3.75899 -0.37191 7.85472  0.422
H18 3.68033 -1.53670 6.53831  0.301
H19 0.48810 0.91280 6.90738  0.387
H20 -0.75808 1.52823 5.82127  0.471
H21 0.77700 2.38016 5.97075  0.352
H22 -0.81393 0.77809 3.92529  0.173
C12 -1.56458 1.85903 0.47692  -1.232
C13 -2.13173 2.83695 -0.56032  -1.419
As1 -3.69222 2.20005 -1.61067  0.271
C14 -4.37836 3.96367 -2.05865  0.324
C15 -3.66383 4.87998 -2.82877  0.045
C16 -4.19914 6.13007 -3.10103  -0.687
C17 -5.45534 6.47089 -2.61060  -0.463
C18 -6.17428 5.56145 -1.84988  -0.590
C19 -5.63634 4.30927 -1.57441  -0.571
C20 -2.86147 1.75749 -3.32405  0.666
C21 -3.69075 1.11083 -4.23831  -0.802
C22 -3.21829 0.73611 -5.48887  -0.729
C23 -1.89827 0.99124 -5.83871  -0.735
C24 -1.06353 1.63694 -4.93781  -0.743
C25 -1.54474 2.02056 -3.68911  0.168
P1 -0.57466 0.40675 -0.01820  0.150
C26 -1.52395 -0.62693 -1.14222  2.672
C27 -1.16096 -0.81408 -2.47684  -0.516
C28 -1.89976 -1.66684 -3.28201  -1.140
C29 -3.01067 -2.32033 -2.76594  -1.061
C30 -3.38980 -2.11887 -1.44456  -0.965
C31 -2.64747 -1.27665 -0.63347  -1.211
C32 0.91532 0.94785 -0.83963  0.388
C33 1.25822 2.28561 -0.86244  -1.091
C34 2.34384 2.73746 -1.61029  -0.628
C35 3.08053 1.85025 -2.43531  -1.161
C36 2.84301 0.52279 -2.37392  -1.165
C37 1.92489 -0.05547 -1.35316  0.857
H23 -2.37863 1.43328 1.07188  0.568
H24 -0.91975 2.38229 1.19049  0.811
H25 -1.35589 3.24304 -1.20472  0.443
H26 -2.54147 3.68456 -0.00989  0.665
H27 -2.69491 4.61419 -3.23622  0.241
H28 -3.64303 6.83806 -3.70342  0.402
H29 -5.87472 7.44456 -2.83000  0.395
H30 -7.15649 5.82205 -1.47514  0.395
H31 -6.20459 3.59969 -0.98441  0.376
H32 -4.72203 0.90112 -3.97634  0.445
H33 -3.88205 0.24855 -6.19300  0.450
H34 -1.52799 0.70267 -6.81505  0.426
H35 -0.03930 1.86113 -5.21310  0.478
H36 -0.86949 2.53535 -3.01569  0.418
H37 -0.33170 -0.27164 -2.91006  0.447
H38 -1.62333 -1.79513 -4.32053  0.482
H39 -3.59460 -2.97608 -3.40021  0.484
H40 -4.26786 -2.61145 -1.04845  0.504
H41 -2.94751 -1.12631 0.39726  0.477
H42 0.64441 3.02008 -0.35775  0.589
H43 2.56742 3.79692 -1.62963  0.535
H44 3.81723 2.24735 -3.12200  0.583
H45 3.39188 -0.16635 -3.00416  0.920
H46 1.42401 -0.93684 -1.76562  0.257
C38 5.65290 -0.98211 -1.48109  -1.086
Si1 4.27427 -1.75017 -0.49216  -0.166
C39 3.57015 -3.24961 -1.36016  -0.941
C40 4.89177 -2.21744 1.20931  -0.994
C41 2.83725 -0.53393 -0.17319  0.402
H47 6.55940 -1.57965 -1.34701  0.396
H48 5.87768 0.03276 -1.14050  0.389
H49 5.44831 -0.94152 -2.55345  0.339
H50 4.33941 -4.01656 -1.48543  0.607
H51 3.18550 -3.01680 -2.35877  0.330
H52 2.77098 -3.71044 -0.77184  0.124
H53 5.92149 -2.58138 1.15328  0.452
H54 4.29060 -3.01412 1.65540  0.256
H55 4.88872 -1.35963 1.88922  0.190
H56 3.24060 0.35567 0.32487  0.874
H57 2.17249 -1.01205 0.57573  -1.055

Summary:
**E_tot**: -4785.96865 Eh
**Orbital gap (spin up / spin down)**: 4.9924 / 4.9912 eV
**Charge**: +2
**ΔE to the lowest compared entry with this formula, charge and spin**: 44.5 kcal/mol
**LUMO (spin up / spin down)**: -7.51 / -7.52 eV
**HOMO energy (spin up / spin down)**: -12.51 / -12.51 eV
**2S+1**: 1